No. 1
C3H4P2 | ωB97M-V/def2-TZVPD

Properties
M = 102.01 g/mol
Frontier orbital gap = 8.076 eV
ΔE to the lowest compared entry with this formula, charge and spin = 1.73 kcal/mol
LUMO energy = -0.933 eV

Positions of all 9 atoms, in Å:
C: -0.774 0.137 -0.059
C: 0.469 -0.036 -0.464
C: 1.667 -0.050 0.607
P: 3.201 -0.989 0.131
P: 3.137 1.025 0.219
H: -1.603 0.176 -0.745
H: -1.018 0.244 0.986
H: 0.763 -0.138 -1.494
H: 1.308 -0.105 1.627

In the Löwdin picture, each atom carries the following charge in e:
1. C -0.04
2. C -0.26
3. C -0.94
4. P 0.52
5. P 0.52
6. H 0.05
7. H 0.05
8. H 0.07
9. H 0.03



No. 2
C3H4S | ωB97M-V/def2-TZVPD

Properties
M = 72.13 g/mol
Frontier orbital gap = 8.080 eV
ΔE to the lowest compared entry with this formula, charge and spin = 80.31 kcal/mol
LUMO energy = -0.666 eV
SMILES = C#C.C=S

Positions of all 8 atoms, in Å:
C: 2.217 1.058 -0.981
C: 2.246 0.200 -0.101
H: 2.446 1.694 -1.813
H: 1.708 -0.157 0.759
C: -1.994 -0.834 0.781
S: -2.443 0.503 0.030
H: -2.822 -1.104 1.411
H: -1.358 -1.360 -0.086

In the Löwdin picture, each atom carries the following charge in e:
1. C 0.00
2. C -0.02
3. H 0.01
4. H 0.01
5. C -0.59
6. S 0.58
7. H -0.03
8. H 0.04



No. 3
C3H4S2 | ωB97M-V/def2-TZVPD

Properties
M = 104.20 g/mol
Frontier orbital gap = 8.148 eV
ΔE to the lowest compared entry with this formula, charge and spin = 48.09 kcal/mol
LUMO energy = 0.442 eV
SMILES = C1=CSCS1

Positions of all 9 atoms, in Å:
C: -0.278 -0.921 1.103
C: 0.314 -1.294 -0.034
S: 1.009 -0.195 -1.237
C: 0.160 1.174 -0.476
S: -1.082 0.601 1.015
H: -1.095 -1.327 1.667
H: 0.584 -2.327 -0.064
H: 0.837 2.038 -0.188
H: -0.330 1.355 -1.431

In the Löwdin picture, each atom carries the following charge in e:
1. C -0.56
2. C -0.53
3. S 0.83
4. C -0.66
5. S 0.80
6. H 0.03
7. H 0.05
8. H 0.05
9. H -0.01



No. 4
C3H4S2 | ωB97M-V/def2-TZVPD

Properties
M = 104.20 g/mol
Frontier orbital gap = 8.202 eV
ΔE to the lowest compared entry with this formula, charge and spin = 26.47 kcal/mol
LUMO energy = -0.539 eV

Positions of all 9 atoms, in Å:
C: -1.132 0.086 0.027
C: 0.147 -0.720 0.184
C: 1.278 -0.302 -0.168
H: 0.048 1.942 -0.051
H: 0.053 -1.807 0.489
H: 2.088 -1.006 0.020
H: 1.333 0.708 -0.468
S: -1.229 1.748 0.037
S: -2.585 -0.650 -0.069

In the Löwdin picture, each atom carries the following charge in e:
1. C -1.25
2. C -0.28
3. C -0.01
4. H -0.16
5. H 0.12
6. H 0.09
7. H 0.04
8. S 0.82
9. S 0.63



No. 5
C3H4S3 | ωB97M-V/def2-TZVPD

Properties
M = 136.27 g/mol
Frontier orbital gap = 8.071 eV
ΔE to the lowest compared entry with this formula, charge and spin = 47.59 kcal/mol
LUMO energy = -0.502 eV

Positions of all 10 atoms, in Å:
C: -0.231 -0.284 0.029
C: 0.672 0.883 0.451
C: 0.728 -1.060 -0.722
H: -2.250 0.453 0.472
H: -0.566 -0.679 1.145
H: 0.687 1.322 1.425
H: 0.572 1.753 -0.239
S: -1.819 0.092 -0.701
S: 2.120 -0.146 -0.346
S: 0.087 -2.334 -1.513

In the Löwdin picture, each atom carries the following charge in e:
1. C -0.94
2. C -0.35
3. C -1.24
4. H -0.15
5. H 0.17
6. H 0.07
7. H 0.07
8. S 0.76
9. S 0.93
10. S 0.67



No. 6
C3H4Se | ωB97M-V/def2-TZVPD

Properties
M = 119.02 g/mol
Frontier orbital gap = 8.559 eV
ΔE to the lowest compared entry with this formula, charge and spin = 120.04 kcal/mol
LUMO energy = -0.402 eV

Positions of all 8 atoms, in Å:
C: 1.617 0.643 -1.789
C: 1.895 0.426 -0.577
C: -1.221 -0.610 1.388
Se: -1.379 -0.158 -0.251
H: 2.034 -0.499 -0.101
H: -2.185 -0.984 1.958
H: 2.078 1.383 0.010
H: -2.838 -0.202 -0.637

In the Löwdin picture, each atom carries the following charge in e:
1. C 0.05
2. C -0.22
3. C -0.56
4. Se 0.77
5. H 0.04
6. H -0.03
7. H 0.10
8. H -0.15



No. 7
C3H4Si | ωB97M-V/def2-TZVPD

Properties
M = 68.15 g/mol
Frontier orbital gap = 8.158 eV
ΔE to the lowest compared entry with this formula, charge and spin = 38.22 kcal/mol
LUMO energy = 0.242 eV

Positions of all 8 atoms, in Å:
C: 0.201 0.816 0.570
C: 0.032 -0.743 0.521
C: 0.808 0.097 -0.425
Si: -1.553 0.043 -0.185
H: 0.380 1.581 1.165
H: 0.376 -1.556 1.246
H: 1.369 0.239 -1.373
H: -1.613 -0.476 -1.519

In the Löwdin picture, each atom carries the following charge in e:
1. C -0.29
2. C -0.41
3. C -0.14
4. Si 0.74
5. H 0.04
6. H 0.10
7. H 0.12
8. H -0.16



No. 8
C3H4Si | ωB97M-V/def2-TZVPD

Properties
M = 68.15 g/mol
Frontier orbital gap = 6.628 eV
ΔE to the lowest compared entry with this formula, charge and spin = 92.52 kcal/mol
LUMO energy = -1.087 eV

Positions of all 8 atoms, in Å:
C: -0.799 -0.122 -0.682
C: 0.217 -0.543 0.453
C: -1.192 -0.996 0.221
Si: 0.685 0.601 1.895
H: -1.080 0.457 -1.537
H: 1.187 -1.000 0.061
H: -2.043 -1.472 0.523
H: 3.157 0.891 1.916

In the Löwdin picture, each atom carries the following charge in e:
1. C -0.03
2. C -0.59
3. C -0.11
4. Si 0.67
5. H 0.09
6. H 0.06
7. H 0.06
8. H -0.15